Arrangement A

DFT (wB97M-V/def2-TZVPD) results for 2 unconnected molecules or ions with the total composition C2H6NO3.

Values from the calculation:
Highest occupied orbital energy, eV: -3.838
Frontier orbital gap, eV: 6.60
Molecular weight, Da: 92.07

```
! wB97M-V def2-TZVPD RIJCOSX def2/J DEFGRID3
* xyz -1 1
C -0.38 -2.22 -1.38
N 0.62 -2.47 -0.51
C 0.52 -1.73 0.80
O 0.87 -2.45 1.77
O 0.27 -0.54 0.75
H -1.50 -2.47 -1.06
H -0.28 -1.15 -1.77
H -0.31 -3.01 -2.20
H 0.83 -3.39 -0.15
H -0.67 7.08 1.36
H -0.17 5.80 0.99
O 0.19 6.54 1.41
*
```

Atom charges from the Mulliken analysis, given in e for atoms 1 to 6:
1. C -0.6672
2. N -0.3481
3. C 0.5683
4. O -0.7748
5. O -0.7014
6. H 0.1981

=====

Arrangement B

DFT (wB97M-V/def2-TZVPD) results for a molecular structure, C2H6NO3.

Values from the calculation:
Highest occupied orbital energy, eV: -4.183
Frontier orbital gap, eV: 8.44
Molecular weight, Da: 92.07

```
! wB97M-V def2-TZVPD RIJCOSX def2/J DEFGRID3
* xyz -1 1
O 1.79 -0.96 1.32
C 0.76 -0.26 1.26
N -0.24 -0.35 0.38
C -1.83 0.53 -0.14
O -2.45 0.25 -1.20
H 0.72 0.56 1.97
H -0.28 -1.28 -0.03
H -2.35 0.57 0.83
H -1.22 1.45 -0.22
H 1.92 -0.54 -0.78
H 1.27 0.36 -1.67
O 1.90 -0.35 -1.73
*
```

Atom charges from the Mulliken analysis, given in e for atoms 1 to 6:
1. O -0.7000
2. C -0.0953
3. N -0.2782
4. C -0.1624
5. O -0.6705
6. H 0.3629

=====

Of them, arrangement A has the highest stability.

=====

Arrangement A

DFT (wB97M-V/def2-TZVPD) results for 2 unconnected molecules or ions with the total composition C3H8OS.

Values from the calculation:
Highest occupied orbital energy, eV: -9.208
Frontier orbital gap, eV: 9.99
Molecular weight, Da: 92.16

```
! wB97M-V def2-TZVPD RIJCOSX def2/J DEFGRID3
* xyz 0 1
C -0.76 0.21 2.04
C 0.72 0.05 1.79
O 1.26 -1.02 1.66
H -1.17 -0.79 2.20
H -0.91 0.81 2.94
H -1.28 0.67 1.20
H 1.31 0.99 1.72
C 0.25 -0.58 -2.46
S 0.61 0.91 -1.48
H -0.65 -1.08 -2.14
H 1.10 -1.25 -2.37
H 0.15 -0.30 -3.51
H -0.63 1.40 -1.60
*
```

Atom charges from the Mulliken analysis, given in e for atoms 1 to 6:
1. C -0.7865
2. C 0.1206
3. O -0.4835
4. H 0.2717
5. H 0.3046
6. H 0.2123

=====

Arrangement B

DFT (wB97M-V/def2-TZVPD) results for 2 unconnected molecules or ions with the total composition C3H8OS.

Values from the calculation:
Highest occupied orbital energy, eV: -8.761
Frontier orbital gap, eV: 9.41
Molecular weight, Da: 92.16

```
! wB97M-V def2-TZVPD RIJCOSX def2/J DEFGRID3
* xyz 0 1
C 2.44 1.54 -0.21
O 1.88 0.61 -0.75
H 2.82 2.39 -0.78
H 2.58 1.53 0.88
C -1.02 -1.47 0.83
C -1.24 -0.59 -0.39
S -1.26 1.19 0.00
H -0.86 -2.50 0.51
H -0.14 -1.17 1.39
H -1.92 -1.46 1.44
H -2.25 -0.77 -0.77
H -0.54 -0.88 -1.16
H -0.47 1.58 -1.00
*
```

Atom charges from the Mulliken analysis, given in e for atoms 1 to 6:
1. C -0.1050
2. O -0.3666
3. H 0.2570
4. H 0.2221
5. C -1.0445
6. C -0.3771

=====

Of them, arrangement A has the highest stability.

=====

Arrangement A

DFT (wB97M-V/def2-TZVPD) results for 2 unconnected molecules or ions with the total composition C3H8OS.

Values from the calculation:
Highest occupied orbital energy, eV: -8.922
Frontier orbital gap, eV: 9.79
Molecular weight, Da: 92.16

```
! wB97M-V def2-TZVPD RIJCOSX def2/J DEFGRID3
* xyz 0 1
C 3.72 -0.64 -1.13
O 3.23 0.33 -0.64
H 3.09 -1.52 -1.34
H 4.77 -0.80 -1.43
C -1.15 -0.06 1.27
C -2.13 0.78 0.48
S -1.83 0.79 -1.32
H -0.13 0.08 0.90
H -1.43 -1.11 1.12
H -1.18 0.16 2.33
H -3.17 0.62 0.72
H -2.04 1.87 0.63
H -1.75 -0.52 -1.59
*
```

Atom charges from the Mulliken analysis, given in e for atoms 1 to 6:
1. C -0.0564
2. O -0.3774
3. H 0.1965
4. H 0.2351
5. C -0.8774
6. C -0.4405

=====

Arrangement B

DFT (wB97M-V/def2-TZVPD) results for a molecular structure, C3H8OS.

Values from the calculation:
Highest occupied orbital energy, eV: -8.180
Frontier orbital gap, eV: 8.74
Molecular weight, Da: 92.16

```
! wB97M-V def2-TZVPD RIJCOSX def2/J DEFGRID3
* xyz 0 1
C -1.56 -0.27 1.69
C -0.28 0.54 -0.74
C 1.78 -0.21 -0.83
H -2.75 0.26 2.32
H -1.72 -1.76 1.79
H -0.40 0.21 2.08
H 0.29 1.84 -0.88
H -0.58 0.09 -2.06
H 2.56 -0.96 -0.43
H 2.45 0.84 -0.77
H 1.49 -0.54 -2.16
O 0.54 -0.38 -0.16
S -1.82 0.33 0.15
*
```

Atom charges from the Mulliken analysis, given in e for atoms 1 to 6:
1. C -0.6355
2. C -0.3447
3. C -0.6146
4. H 0.2403
5. H 0.2086
6. H 0.2355

=====

Arrangement C

DFT (wB97M-V/def2-TZVPD) results for 2 unconnected molecules or ions with the total composition C3H8OS.

Values from the calculation:
Highest occupied orbital energy, eV: -9.080
Frontier orbital gap, eV: 9.79
Molecular weight, Da: 92.16

```
! wB97M-V def2-TZVPD RIJCOSX def2/J DEFGRID3
* xyz 0 1
C 1.93 -0.77 -0.57
C 1.70 0.53 -0.49
O 1.55 1.20 0.68
H 2.31 -1.20 -1.48
H 1.79 -1.39 0.31
H 1.64 1.14 -1.39
H 0.89 1.90 0.55
C -1.84 -0.71 0.43
S -1.78 0.95 -0.27
H -1.30 -1.35 -0.26
H -1.36 -0.75 1.41
H -2.86 -1.08 0.54
H -2.68 1.53 0.54
*
```

Atom charges from the Mulliken analysis, given in e for atoms 1 to 6:
1. C -0.6958
2. C 0.0038
3. O -0.4682
4. H 0.2499
5. H 0.2569
6. H 0.3072

=====

Of them, arrangement C has the highest stability.

=====

Arrangement A

DFT (wB97M-V/def2-TZVPD) results for a molecular structure, C40H54BrF4N9SSiSr.

Values from the calculation:
Highest occupied orbital energy, eV: -7.421
Frontier orbital gap, eV: 6.92
Molecular weight, Da: 964.60

```
! wB97M-V def2-TZVPD RIJCOSX def2/J DEFGRID3
* xyz 0 1
Sr -0.48 0.63 -0.13
C -2.53 -2.08 1.70
N -1.40 -1.16 1.64
C -1.40 -0.32 2.84
C -0.12 -1.89 1.55
C 0.14 -2.53 0.19
N 0.78 -1.55 -0.68
C 1.25 -1.95 -1.88
C 2.07 -1.06 -2.61
F 2.37 0.12 -2.03
C 2.54 -1.31 -3.87
F 3.30 -0.38 -4.48
C 2.27 -2.50 -4.53
C 1.48 -3.41 -3.84
F 1.16 -4.57 -4.43
C 0.99 -3.16 -2.57
F 0.18 -4.10 -2.04
H -3.46 -1.51 1.76
H -2.46 -2.74 2.57
H -2.57 -2.70 0.80
H -0.72 0.53 2.72
H -1.05 -0.88 3.72
H -2.40 0.06 3.04
H -0.08 -2.64 2.36
H 0.67 -1.16 1.75
H -0.80 -2.92 -0.22
H 0.78 -3.41 0.35
H 2.64 -2.71 -5.52
C -2.27 -2.26 -3.62
C -3.53 -2.63 -3.19
C -4.12 -1.92 -2.16
C -3.43 -0.86 -1.58
N -2.19 -0.54 -1.96
C -1.64 -1.21 -2.97
C -4.05 -0.02 -0.50
C -5.40 -0.09 -0.21
C -5.93 0.71 0.79
C -5.09 1.56 1.48
C -3.75 1.58 1.11
N -3.23 0.82 0.15
H -1.76 -2.78 -4.42
H -4.05 -3.46 -3.65
H -5.11 -2.19 -1.82
H -0.65 -0.89 -3.27
H -6.06 -0.74 -0.77
H -6.98 0.66 1.03
H -5.42 2.20 2.28
H -3.07 2.25 1.61
N -0.74 3.11 0.64
C -0.94 3.46 1.73
C -1.17 3.87 3.04
C -0.10 4.25 3.89
N 0.78 4.56 4.57
C -2.50 3.77 3.52
N -3.58 3.70 3.91
S 1.99 1.47 1.40
C 3.21 0.28 1.47
N 4.27 0.48 2.27
C 5.38 -0.44 2.39
C 4.91 -1.86 2.10
C 4.18 -1.86 0.77
N 3.15 -0.84 0.76
H 4.25 1.34 2.79
H 5.79 -0.36 3.40
H 6.18 -0.17 1.69
H 4.22 -2.18 2.89
H 5.75 -2.54 2.08
H 3.71 -2.83 0.58
H 4.90 -1.69 -0.05
H 2.34 -0.96 0.13
C -3.44 2.16 -4.26
C -2.77 3.41 -3.68
C -3.55 4.64 -4.16
C -2.91 3.29 -2.16
Si -0.93 3.55 -4.20
Br 0.21 1.91 -3.07
C -0.07 5.16 -3.65
C 1.46 5.00 -3.54
C -0.37 6.30 -4.64
C -0.54 5.59 -2.25
C -0.61 3.08 -6.04
C 0.83 3.40 -6.45
C -1.56 3.87 -6.96
C -0.82 1.58 -6.31
H -4.46 2.09 -3.86
H -2.92 1.25 -3.98
H -3.53 2.19 -5.35
H -4.61 4.50 -3.92
H -3.49 4.79 -5.25
H -3.23 5.56 -3.68
H -3.97 3.29 -1.90
H -2.44 4.10 -1.60
H -2.48 2.35 -1.81
H 1.93 4.69 -4.47
H 1.74 4.30 -2.76
H 1.89 5.98 -3.28
H 0.07 6.11 -5.62
H 0.06 7.23 -4.26
H -1.44 6.47 -4.78
H -0.36 4.82 -1.50
H -1.59 5.87 -2.22
H 0.04 6.47 -1.95
H 1.04 4.47 -6.44
H 0.99 3.05 -7.48
H 1.56 2.89 -5.81
H -1.47 4.95 -6.81
H -2.60 3.59 -6.82
H -1.30 3.66 -8.00
H -0.10 0.97 -5.77
H -0.66 1.40 -7.38
H -1.82 1.22 -6.07
*
```

Atom charges from the Mulliken analysis, given in e for atoms 1 to 6:
1. Sr 0.6120
2. C -1.3461
3. N 0.8869
4. C -1.2591
5. C -1.3089
6. C -1.3411

=====

Arrangement B

DFT (wB97M-V/def2-TZVPD) results for a molecular structure, C40H54BrF4N9SSiSr.

Values from the calculation:
Highest occupied orbital energy, eV: -7.006
Frontier orbital gap, eV: 6.95
Molecular weight, Da: 964.60

```
! wB97M-V def2-TZVPD RIJCOSX def2/J DEFGRID3
* xyz 0 1
Sr 0.30 -0.25 1.29
C 3.13 -1.31 -1.23
N 3.01 -0.15 -0.35
C 3.24 1.08 -1.08
C 3.91 -0.27 0.80
C 3.23 -0.90 2.01
N 2.13 -0.07 2.39
C 1.51 -0.23 3.55
C 0.28 0.45 3.75
F -0.14 1.28 2.74
C -0.52 0.32 4.85
F -1.68 0.99 4.88
C -0.15 -0.48 5.92
C 1.09 -1.10 5.80
F 1.51 -1.89 6.80
C 1.90 -0.97 4.70
F 3.07 -1.66 4.72
H 2.39 -1.23 -2.03
H 2.93 -2.22 -0.67
H 4.14 -1.38 -1.68
H 4.28 1.18 -1.42
H 2.98 1.93 -0.45
H 2.59 1.09 -1.96
H 4.20 0.74 1.11
H 4.82 -0.84 0.55
H 3.98 -1.02 2.79
H 2.88 -1.92 1.76
H -0.77 -0.60 6.79
C 0.13 -3.06 3.81
C -1.07 -3.30 4.45
C -2.24 -2.71 3.98
C -2.17 -1.90 2.86
N -1.00 -1.66 2.28
C 0.10 -2.19 2.73
C -3.31 -1.26 2.18
C -4.64 -1.50 2.52
C -5.64 -0.91 1.77
C -5.30 -0.13 0.68
C -3.95 0.07 0.43
N -2.98 -0.45 1.17
H 1.05 -3.52 4.12
H -1.10 -3.94 5.32
H -3.18 -2.90 4.48
H 1.00 -1.95 2.20
H -4.89 -2.15 3.35
H -6.68 -1.08 2.03
H -6.05 0.31 0.05
H -3.60 0.68 -0.40
N -0.25 -1.18 -0.87
C -0.77 -1.96 -1.56
C -1.42 -2.85 -2.39
C -2.60 -3.47 -1.91
N -3.56 -3.97 -1.53
C -0.94 -3.11 -3.68
N -0.55 -3.31 -4.75
S 1.48 -4.39 1.28
C 2.92 -5.24 1.19
N 2.95 -6.58 1.23
C 4.17 -7.37 1.10
C 5.35 -6.58 1.64
C 5.39 -5.20 0.99
N 4.09 -4.58 1.13
H 2.06 -7.05 1.21
H 4.35 -7.62 0.05
H 4.03 -8.29 1.66
H 6.27 -7.12 1.45
H 5.24 -6.45 2.72
H 5.66 -5.29 -0.07
H 6.13 -4.57 1.47
H 4.02 -3.57 1.12
C 0.88 2.67 -3.98
C -0.64 2.49 -3.90
C -1.28 2.97 -5.21
C -0.90 0.98 -3.73
Si -1.33 3.52 -2.39
Br -0.41 1.88 -0.26
C -3.26 3.51 -2.12
C -3.63 3.62 -0.63
C -3.92 4.68 -2.87
C -3.85 2.20 -2.65
C -0.39 5.15 -1.88
C -1.06 5.74 -0.62
C -0.44 6.19 -3.01
C 1.07 4.89 -1.51
H 1.28 2.03 -4.76
H 1.33 2.40 -3.03
H 1.15 3.70 -4.23
H -0.84 2.41 -6.04
H -1.10 4.03 -5.38
H -2.35 2.79 -5.22
H -0.44 0.45 -4.57
H -1.96 0.74 -3.74
H -0.47 0.61 -2.81
H -3.44 4.62 -0.24
H -3.05 2.91 -0.03
H -4.69 3.41 -0.51
H -3.58 5.64 -2.49
H -5.00 4.63 -2.75
H -3.69 4.64 -3.94
H -3.34 1.34 -2.21
H -3.78 2.13 -3.74
H -4.91 2.15 -2.39
H -2.07 6.09 -0.82
H -0.48 6.59 -0.28
H -1.08 4.98 0.16
H -1.47 6.46 -3.27
H 0.05 5.82 -3.91
H 0.08 7.10 -2.68
H 1.14 4.09 -0.78
H 1.49 5.81 -1.08
H 1.67 4.63 -2.38
*
```

Atom charges from the Mulliken analysis, given in e for atoms 1 to 6:
1. Sr 1.8131
2. C -1.2501
3. N 1.1678
4. C -1.2636
5. C -1.5675
6. C -0.0625

=====

Of them, arrangement A has the highest stability.